(i)
The following is a quantum chemistry calculation of a cluster of 2 separate species, C4H8N2S2 in total, from OMol25.

```
16
Properties=species:S:1:pos:R:3:lowdin_charge:R:1
C 1.426 0.095 0.768 -0.5661
C 0.117 -0.611 0.431 -0.4336
C 0.041 -1.932 0.061 -0.0223
C -0.934 1.669 0.230 -0.2700
H 3.253 -0.745 -0.999 0.0277
H 1.211 0.962 1.410 0.0694
H 1.797 -0.689 1.258 0.0143
H -0.732 -2.163 -0.822 -0.0038
H 0.858 -2.653 0.138 0.0572
H -1.380 -1.137 -1.595 0.1057
H 0.013 2.191 0.070 0.1019
H -2.786 2.108 -0.259 -0.0530
N -1.035 0.221 0.259 -0.4837
N -1.909 2.453 -0.127 0.0857
S 2.577 0.711 -0.518 0.6075
S -2.518 -0.478 -0.305 0.7632
```

The frontier orbital gap comes out at 0.2940 hartree. The spin multiplicity is 1. The HOMO energy comes out at -8.7 eV.

=====

(ii)
The following is a quantum chemistry calculation of the molecule C4H8N2S2, from OMol25.

```
16
Properties=species:S:1:pos:R:3:lowdin_charge:R:1
C 0.130 2.562 1.368 -0.1165
C 0.778 1.451 0.567 -0.9221
S 1.761 1.763 -0.731 0.6139
N 0.592 0.222 1.090 0.0447
C 0.282 -0.898 0.566 -0.2472
N -0.411 -1.163 -0.572 -0.5287
C -0.508 -2.534 -1.058 -0.1331
S -1.264 0.029 -1.435 0.8145
H -0.977 2.438 1.324 0.0873
H 0.411 3.554 0.958 0.0692
H 0.444 2.508 2.399 0.0688
H 0.538 -1.805 1.110 0.1298
H -0.068 -3.253 -0.299 0.0984
H -1.556 -2.848 -1.214 0.0781
H 0.061 -2.645 -2.019 0.0965
H -0.211 0.621 -2.056 -0.1534
```

The frontier orbital gap comes out at 0.3131 hartree. Its SMILES is CC(=S)/N=C\N(C)S. The spin multiplicity is 1. The HOMO energy comes out at -8.2 eV.

=====

We find (ii) to be the most stable, with the next structure 4.722 eV higher.

=====

(i)
The following is a quantum chemistry calculation of the molecule C4H9IN2, from OMol25.

```
16
Properties=species:S:1:pos:R:3:lowdin_charge:R:1
C -1.356 1.217 2.311 -0.1107
C -0.473 1.336 1.022 -0.6245
I 1.055 3.026 0.820 0.5525
N -0.394 0.290 0.311 -0.0490
N 0.267 -0.237 -0.647 -0.2542
C 1.425 0.031 -1.449 -0.0714
C -0.326 -1.591 -0.894 -0.0319
H -0.875 1.193 3.283 0.0646
H -2.034 2.028 2.345 0.0401
H -1.900 0.305 2.163 0.0578
H 2.078 0.836 -1.045 0.0419
H 1.967 -0.922 -1.566 0.0916
H 1.122 0.395 -2.378 0.0615
H 0.142 -2.026 -1.808 0.0849
H -0.045 -2.289 -0.134 0.0733
H -1.371 -1.469 -1.073 0.0735
```

The frontier orbital gap comes out at 0.3167 hartree. Its SMILES is C/C(I)=N/N(C)C. The spin multiplicity is 1. The HOMO energy comes out at -8.0 eV.

=====

(ii)
The following is a quantum chemistry calculation of the molecule C4H9IN2, from OMol25.

```
16
Properties=species:S:1:pos:R:3:lowdin_charge:R:1
C 1.215 -0.936 -0.861 -0.0134
C 0.076 -0.158 -0.079 -0.4427
N -0.317 1.164 -0.377 -0.1550
N 0.474 2.151 0.310 0.0280
C -0.319 -0.729 1.341 -0.1388
C -1.205 -1.074 0.269 -0.6326
I -3.167 -0.148 0.056 0.7338
H 0.896 -1.459 -1.714 0.0448
H 1.691 -1.799 -0.403 0.0731
H 1.876 -0.121 -1.161 0.0712
H -0.705 1.426 -1.257 0.0943
H -0.139 2.913 0.582 0.0763
H 1.236 2.377 -0.272 0.0450
H -0.741 -0.238 2.235 0.1150
H 0.443 -1.403 1.580 0.0774
H -1.313 -1.968 -0.248 0.0235
```

The frontier orbital gap comes out at 0.3408 hartree. Its SMILES is C[C@]1(NN)C[C@H]1I. The spin multiplicity is 1. The HOMO energy comes out at -8.7 eV.

=====

We find (i) to be the most stable, with the next structure 0.439 eV higher.

=====

(i)
The following is a quantum chemistry calculation of a structure of composition C30H22IN7NiO2S2, from OMol25.

```
65
Properties=species:S:1:pos:R:3:mulliken_spin:R:1
Ni -0.130 -0.580 -0.322 1.5948
C 2.472 -1.312 3.548 0.0001
O 1.857 0.012 3.568 0.0002
C 1.192 0.072 2.405 0.0134
N 1.357 -0.832 1.541 0.0190
C 2.419 -1.712 2.062 0.0037
C 2.192 -3.180 1.806 0.0014
C 2.797 -4.118 2.639 0.0001
C 2.640 -5.477 2.405 -0.0001
C 1.885 -5.912 1.324 -0.0002
C 1.300 -4.981 0.477 0.0009
C 1.451 -3.623 0.717 0.0034
C 0.314 1.241 2.159 0.0015
C 0.104 2.263 3.069 -0.0004
C -0.720 3.314 2.688 -0.0012
C -1.300 3.310 1.428 -0.0004
C -1.037 2.234 0.598 -0.0028
N -0.248 1.229 0.955 0.0245
C -1.597 2.062 -0.762 0.0067
N -1.467 0.972 -1.378 0.0543
C -2.094 1.123 -2.700 -0.0013
C -2.589 2.596 -2.672 -0.0004
O -2.238 3.085 -1.334 0.0003
C -1.137 0.796 -3.818 -0.0014
C 0.144 1.332 -3.835 -0.0008
C 1.029 0.998 -4.850 0.0016
C 0.634 0.128 -5.859 -0.0005
C -0.649 -0.401 -5.851 -0.0010
C -1.530 -0.069 -4.831 0.0049
H 1.872 -1.975 4.172 0.0001
H 3.474 -1.216 3.954 0.0004
H 3.345 -1.416 1.560 -0.0004
H 3.399 -3.792 3.482 0.0001
H 3.113 -6.195 3.062 0.0000
H 1.770 -6.971 1.133 0.0000
H 0.739 -5.308 -0.390 0.0004
H 1.029 -2.910 0.019 0.0010
H 0.580 2.228 4.039 0.0002
H -0.907 4.133 3.370 -0.0003
H -1.939 4.112 1.087 0.0003
H -2.927 0.421 -2.749 -0.0006
H -3.664 2.700 -2.789 0.0001
H -2.071 3.218 -3.396 0.0003
H 0.478 1.971 -3.024 -0.0007
H 2.040 1.386 -4.831 -0.0003
H 1.334 -0.156 -6.634 0.0000
H -0.953 -1.099 -6.620 -0.0001
H -2.514 -0.523 -4.797 0.0007
S 1.865 -0.299 -1.497 0.1270
C 1.677 -1.410 -2.826 0.0041
C 2.782 -1.472 -3.754 -0.0185
N 3.670 -1.519 -4.484 0.0039
C 0.592 -2.180 -3.041 0.0054
S -0.839 -2.120 -2.029 0.1371
C 0.542 -3.061 -4.180 -0.0170
N 0.473 -3.779 -5.077 0.0024
I -2.845 -3.000 4.755 0.0013
C -2.257 -2.671 2.814 0.0022
C -2.170 -3.590 1.789 -0.0012
N -1.726 -2.925 0.718 -0.0006
N -1.508 -1.632 0.973 0.0329
C -1.830 -1.464 2.253 -0.0015
H -2.382 -4.646 1.758 -0.0002
H -1.472 -3.256 -0.220 0.0012
H -1.765 -0.496 2.724 0.0001
```

The frontier orbital gap (spin up / spin down) comes out at 0.2151 / 0.2138 hartree. The spin multiplicity is 3. The HOMO energy (spin up / spin down) comes out at -6.9 / -6.8 eV. As for the expectation value of S²: 2.01.

=====

(ii)
The following is a quantum chemistry calculation of a structure of composition C30H22IN7NiO2S2, from OMol25.

```
65
Properties=species:S:1:pos:R:3:mulliken_spin:R:1
Ni 0.205 0.128 0.545 1.7379
C 4.425 -1.399 -0.467 -0.0007
O 4.133 -1.556 0.955 0.0016
C 2.939 -0.972 1.104 -0.0138
N 2.421 -0.331 0.138 0.0119
C 3.419 -0.329 -0.945 -0.0101
C 2.807 -0.518 -2.304 0.0027
C 3.442 0.154 -3.440 0.0019
C 2.851 0.251 -4.629 -0.0008
C 1.447 -0.219 -4.848 0.0002
C 0.840 -1.060 -3.692 -0.0030
C 1.655 -1.175 -2.458 -0.0016
C 2.228 -1.092 2.396 0.0217
C 2.675 -1.766 3.522 -0.0006
C 1.841 -1.790 4.638 0.0022
C 0.600 -1.163 4.603 -0.0012
C 0.238 -0.525 3.426 0.0234
N 1.045 -0.489 2.370 0.0231
C -1.049 0.160 3.145 0.0162
N -1.309 0.576 1.973 -0.0124
C -2.625 1.195 1.989 0.0072
C -3.004 1.123 3.498 -0.0018
O -1.937 0.340 4.122 0.0017
C -2.577 2.585 1.424 0.0021
C -1.453 3.384 1.580 0.0052
C -1.447 4.681 1.090 0.0044
C -2.567 5.183 0.447 0.0005
C -3.686 4.382 0.281 -0.0002
C -3.688 3.082 0.761 0.0010
H 4.252 -2.369 -0.944 -0.0002
H 5.471 -1.110 -0.551 0.0008
H 3.883 0.665 -0.925 -0.0017
H 4.434 0.562 -3.297 0.0000
H 3.365 0.715 -5.457 0.0000
H 1.297 -0.622 -5.852 0.0000
H 0.309 -1.971 -3.965 -0.0003
H 1.193 -1.670 -1.615 0.0030
H 3.635 -2.255 3.517 0.0003
H 2.157 -2.306 5.531 -0.0001
H -0.072 -1.173 5.445 0.0001
H -3.276 0.581 1.356 0.0038
H -3.944 0.610 3.700 0.0005
H -2.995 2.105 3.976 0.0005
H -0.564 2.986 2.062 -0.0096
H -0.565 5.291 1.199 0.0002
H -2.559 6.189 0.054 0.0000
H -4.549 4.759 -0.245 -0.0001
H -4.537 2.443 0.584 0.0004
S -0.255 1.479 -1.202 0.1236
C -0.978 0.556 -2.516 -0.0260
C -0.024 0.184 -3.576 -0.0219
N 0.472 0.867 -4.535 -0.0012
C -2.262 0.118 -2.539 0.0354
S -3.474 0.257 -1.289 0.0085
C -2.617 -0.691 -3.681 -0.0022
N -2.917 -1.377 -4.549 0.0095
I -0.316 -5.955 -0.181 0.0015
C -0.702 -3.937 -0.165 0.0032
C -1.802 -3.275 -0.686 0.0017
N -1.629 -1.978 -0.443 -0.0022
N -0.477 -1.746 0.187 0.0531
C 0.094 -2.933 0.381 0.0014
H -2.673 -3.633 -1.197 -0.0002
H -2.286 -1.180 -0.678 -0.0005
H 1.041 -3.026 0.873 -0.0004
```

The frontier orbital gap (spin up / spin down) comes out at 0.1881 / 0.1863 hartree. The spin multiplicity is 3. The HOMO energy (spin up / spin down) comes out at -6.6 / -6.7 eV. As for the expectation value of S²: 2.01.

=====

We find (i) to be the most stable, with the next structure 2.838 eV higher.

=====

(i)
The following is a quantum chemistry calculation of the ion C5H6N with charge +1, from OMol25.

```
12
Properties=species:S:1:pos:R:3:mulliken_spin:R:1
C -0.497 -1.672 -1.065 1.1284
C -0.810 -0.337 -0.749 -0.1065
C 1.311 -0.728 -0.494 0.3626
C -0.308 0.898 0.813 -0.0217
C -1.444 0.025 0.405 0.5049
N 0.459 0.465 -0.447 0.0690
H 1.374 -1.076 0.448 -0.0014
H 2.060 -0.870 -1.183 -0.0006
H -0.740 1.941 1.037 0.0353
H 0.257 0.435 1.529 0.0171
H -2.341 -0.360 0.638 0.0200
H 0.680 1.277 -0.933 -0.0072
```

The frontier orbital gap (spin up / spin down) comes out at 0.2711 / 0.2983 hartree. The spin multiplicity is 3. As for the total charge: +1. The HOMO energy (spin up / spin down) comes out at -12.6 / -15.2 eV. As for the expectation value of S²: 2.05.

=====

(ii)
The following is a quantum chemistry calculation of the ion C5H6N with charge +1, from OMol25.

```
12
Properties=species:S:1:pos:R:3:mulliken_spin:R:1
C 2.251 0.140 -0.027 0.0431
C 1.593 -1.061 0.032 0.4803
C 0.260 -0.962 0.041 0.3299
C -0.366 0.292 -0.307 0.5441
C -1.649 0.769 0.136 0.0396
N 2.071 1.266 0.000 0.3738
H 2.048 -2.112 0.159 0.0017
H -0.203 -1.980 0.252 0.0281
H 0.155 0.736 -1.132 0.0454
H -2.295 0.004 0.629 0.0069
H -2.223 1.204 -0.642 0.0334
H -1.641 1.706 0.860 0.0737
```

The frontier orbital gap (spin up / spin down) comes out at 0.3196 / 0.2839 hartree. The spin multiplicity is 3. As for the total charge: +1. The HOMO energy (spin up / spin down) comes out at -14.0 / -17.6 eV. As for the expectation value of S²: 2.02.

=====

We find (ii) to be the most stable, with the next structure 4.055 eV higher.